57
Properties=species:S:1:pos:R:3:nbo_charge:R:1 method="wB97M-V/def2-TZVPD" orbital_gap_ev=9.3 max_force_ev_per_a=1.21 e_lumo_ev=0.9 e_above_lowest_kj_mol=253.1 smiles=c1ccc(Cc2noc(CN3CCN([C@@H]4CCc5ccccc5C4)CC3)n2)cc1
C -1.554 -2.543 1.388 -0.2399
C -0.755 -2.814 0.290 -0.1399
C -1.331 -3.045 -0.946 -0.2365
C -2.711 -3.008 -1.097 -0.0071
C -3.327 -3.172 -2.467 -0.4634
C -3.218 -1.841 -3.111 0.3265
N -4.206 -1.008 -3.272 -0.1599
O -3.635 0.132 -3.758 -0.2797
C -2.321 -0.107 -3.855 0.5159
C -1.372 0.998 -4.171 -0.2739
N -0.584 1.367 -3.009 -0.4232
C -1.398 1.753 -1.868 -0.2339
C -0.493 2.297 -0.766 -0.2155
N 0.424 1.253 -0.365 -0.4517
C 1.109 1.484 0.896 -0.0207
C 2.336 2.404 0.841 -0.4203
C 2.753 2.758 2.263 -0.4188
C 2.875 1.545 3.147 -0.0188
C 3.577 1.646 4.342 -0.1923
C 3.695 0.567 5.197 -0.2159
C 3.103 -0.639 4.861 -0.2147
C 2.401 -0.747 3.677 -0.1938
C 2.277 0.333 2.810 -0.0205
C 1.528 0.151 1.519 -0.4222
C 1.258 0.905 -1.497 -0.2298
C 0.373 0.350 -2.610 -0.2261
N -2.015 -1.311 -3.479 -0.5183
C -3.506 -2.728 0.005 -0.2059
C -2.930 -2.502 1.244 -0.2045
H -1.107 -2.362 2.355 0.2118
H 0.320 -2.844 0.394 0.2024
H -0.709 -3.246 -1.807 0.2196
H -2.769 -3.904 -3.052 0.2372
H -4.376 -3.457 -2.402 0.2394
H -0.689 0.686 -4.965 0.2294
H -1.945 1.868 -4.501 0.2230
H -2.106 2.522 -2.185 0.2030
H -1.959 0.898 -1.454 0.1780
H -1.107 2.588 0.089 0.2043
H 0.031 3.191 -1.148 0.1666
H 0.370 1.944 1.563 0.1943
H 2.104 3.315 0.286 0.2111
H 3.156 1.893 0.333 0.2004
H 3.703 3.298 2.254 0.2159
H 2.006 3.429 2.702 0.2097
H 4.038 2.589 4.601 0.2051
H 4.247 0.665 6.120 0.2112
H 3.188 -1.490 5.521 0.2112
H 1.938 -1.688 3.411 0.2036
H 0.640 -0.463 1.680 0.2245
H 2.173 -0.392 0.822 0.2067
H 1.977 0.141 -1.203 0.2033
H 1.806 1.780 -1.887 0.1691
H 0.986 0.095 -3.477 0.1972
H -0.129 -0.560 -2.249 0.2004
H -4.580 -2.683 -0.109 0.2129
H -3.558 -2.288 2.096 0.2134

---

17
Properties=species:S:1:pos:R:3:nbo_charge:R:1 method="wB97M-V/def2-TZVPD" orbital_gap_ev=10.2 max_force_ev_per_a=4.47 e_lumo_ev=0.6 e_above_lowest_kj_mol=0.0 smiles=Cn1nnc(Br)c1C(F)(F)C(F)(F)F
C -2.184 -0.883 -0.261 -0.4242
N -0.818 -1.288 -0.066 -0.1742
N -0.472 -2.533 0.220 -0.0341
N 0.780 -2.648 0.349 -0.2286
C 1.319 -1.402 0.157 -0.0341
Br 3.118 -1.035 0.294 0.1382
C 0.282 -0.524 -0.068 0.0148
C 0.617 1.081 -0.574 0.6531
F 1.767 1.086 -1.269 -0.2988
F -0.390 1.518 -1.371 -0.3119
C 0.851 2.062 0.618 0.9122
F 2.034 1.817 1.217 -0.3012
F -0.120 1.866 1.534 -0.3156
F 0.847 3.367 0.277 -0.3002
H -2.387 0.199 -0.097 0.2383
H -2.463 -1.189 -1.428 0.2238
H -2.783 -1.493 0.469 0.2424

---

53
Properties=species:S:1:pos:R:3:nbo_charge:R:1 method="wB97M-V/def2-TZVPD" orbital_gap_ev="9.4 / 8.9" multiplicity=4 max_force_ev_per_a=2.65 e_lumo_ev="-2.0 / -2.0" e_above_lowest_kj_mol=101.6 charge=+1 s_squared=3.755
Co -0.852 -0.302 -0.491 1.5756
O -2.675 0.233 -0.669 -1.2944
H -3.439 0.472 -1.184 0.4709
C -2.429 0.854 2.511 -0.6422
C -0.907 0.828 2.495 -0.0747
C -0.335 0.898 3.914 -0.0824
O 1.078 0.581 3.884 -0.5730
C 1.763 1.254 4.915 -0.2497
N -0.350 -0.290 1.715 -0.8704
H -2.876 -0.023 2.041 0.2377
H -2.698 1.680 1.855 0.2402
H -2.876 0.921 3.502 0.2201
H -0.400 1.678 2.033 0.2059
H -0.623 0.108 4.614 0.1840
H -0.552 1.930 4.197 0.1903
H 2.818 0.998 4.818 0.1966
H 1.327 1.012 5.888 0.1732
H 1.752 2.349 4.854 0.1671
H -0.715 -1.146 2.137 0.3525
H 0.636 -0.402 1.945 0.3951
C 0.393 -3.554 -2.050 -0.6178
C 0.417 -3.134 -0.545 -0.0628
C 1.668 -2.288 -0.187 -0.0701
O 1.400 -0.920 -0.500 -0.5880
C 2.565 -0.083 -0.358 -0.2578
N -0.918 -2.520 -0.275 -0.8756
H -0.564 -4.026 -2.268 0.2084
H 1.236 -4.207 -2.271 0.2219
H 0.484 -2.682 -2.697 0.2136
H 0.413 -4.073 0.014 0.1927
H 2.507 -2.738 -0.721 0.1996
H 1.883 -2.335 0.884 0.1765
H 3.146 -0.205 -1.269 0.1906
H 3.106 -0.374 0.547 0.1805
H 2.268 0.934 -0.114 0.2200
H -0.963 -2.757 0.715 0.3692
H -1.725 -3.000 -0.655 0.4003
C -0.220 -0.115 -3.696 0.8088
O -0.435 -0.192 -2.481 -0.7418
N -0.523 -1.079 -4.624 -0.8305
N 0.454 0.896 -4.237 -0.8139
H -1.052 -1.882 -4.334 0.4171
H -0.029 -1.032 -5.492 0.3994
H 0.632 0.993 -5.217 0.4015
H 0.671 1.681 -3.642 0.4123
C -0.393 2.733 -0.936 0.7925
O -0.026 1.711 -0.332 -0.7652
N -1.637 2.828 -1.447 -0.8348
N 0.418 3.784 -1.136 -0.8279
H -1.895 3.625 -2.000 0.3861
H -2.292 2.066 -1.291 0.4521
H 1.291 3.787 -0.641 0.4195
H 0.077 4.526 -1.718 0.4013

---

13
Properties=species:S:1:pos:R:3:nbo_charge:R:1 method="wB97M-V/def2-TZVPD" orbital_gap_ev=10.6 max_force_ev_per_a=0.91 e_lumo_ev=0.9 e_above_lowest_kj_mol=197.3 smiles="C=CO.CO"
C 1.169 0.182 -1.421 -0.4537
C 0.127 -0.371 -2.008 0.1096
O -1.141 -0.209 -1.491 -0.7271
H 2.188 0.005 -1.746 0.2114
H 0.917 0.725 -0.527 0.2177
H 0.157 -1.037 -2.868 0.1614
H -1.581 0.476 -2.004 0.4792
C -0.526 0.316 2.112 -0.2565
O 0.660 -0.420 1.829 -0.7291
H -0.761 0.266 3.171 0.1665
H -1.311 0.048 1.418 0.1811
H -0.310 1.355 1.889 0.1725
H 0.412 -1.338 1.643 0.4670